DFT (ωB97M-V with the def2-TZVPD basis set) results for a 10-piece molecular cluster, C37H95O25P3 overall.

Geometry as XYZ:
```
160
Properties=species:S:1:pos:R:3:mulliken_charge:R:1
C 2.57 -0.86 0.31 -0.0725
O 1.99 0.10 -0.58 -0.3732
P 0.52 0.66 -0.36 -0.7947
O 0.06 1.55 -1.41 -0.0049
O -0.34 -0.65 -0.11 0.4106
C -0.47 -1.63 -1.12 -1.3290
O 0.57 1.30 1.11 1.3060
C 1.44 2.41 1.36 -0.8152
H 3.42 -0.44 0.83 -0.0151
H 2.88 -1.71 -0.30 0.1483
H 1.86 -1.23 1.05 -0.0033
H -1.45 -2.11 -1.13 0.4542
H 0.31 -2.40 -1.06 -0.2406
H -0.44 -1.17 -2.12 0.5809
H 1.73 2.98 0.47 -0.1585
H 2.33 2.07 1.87 0.1580
H 0.81 3.10 1.93 0.5387
C 2.63 -3.93 5.49 -0.5723
O 1.89 -2.72 5.45 -0.3764
P 1.66 -2.06 4.01 0.9063
O 2.86 -1.93 3.18 -0.7203
O 0.96 -0.68 4.43 -0.1128
C 1.72 0.52 4.53 -0.4887
O 0.46 -2.87 3.32 -0.1718
C 0.69 -3.92 2.38 -0.4013
H 2.87 -4.33 4.50 0.1320
H 2.06 -4.67 6.05 0.3247
H 3.61 -3.87 5.98 0.3265
H 1.33 1.19 3.76 -0.1436
H 2.79 0.38 4.41 0.3318
H 1.52 0.96 5.50 0.3524
H 0.32 -3.62 1.40 -0.1319
H 0.08 -4.78 2.64 0.4616
H 1.75 -4.17 2.31 0.4497
C -1.95 2.41 -3.70 0.0501
O -3.17 2.39 -4.41 0.0649
P -3.96 3.76 -4.58 0.8703
O -3.19 4.93 -5.02 -0.7439
O -4.65 3.98 -3.13 -0.2624
C -5.31 2.87 -2.50 -0.3958
O -5.16 3.42 -5.58 -0.3656
C -6.34 4.18 -5.70 -0.7222
H -1.05 2.49 -4.31 0.2552
H -1.77 1.48 -3.16 -0.0098
H -1.93 3.19 -2.94 -0.2279
H -5.20 1.94 -3.06 0.2559
H -6.36 3.17 -2.47 0.4384
H -4.98 2.72 -1.48 -0.0953
H -7.22 3.58 -5.47 0.2649
H -6.46 4.49 -6.73 0.2861
H -6.39 5.05 -5.04 0.3251
C -4.75 -1.15 -0.77 -0.5385
O -4.34 -1.79 -1.96 -0.4650
C -3.58 -0.93 -2.79 0.1944
C -2.76 -1.72 -3.77 0.2199
O -1.65 -1.01 -4.24 -0.2527
C -0.63 -1.75 -4.84 -0.7527
H -5.14 -0.16 -1.00 0.1821
H -4.00 -1.13 0.03 0.2162
H -5.61 -1.73 -0.41 0.3271
H -2.96 -0.31 -2.12 -0.1665
H -4.18 -0.14 -3.26 0.2600
H -3.42 -2.00 -4.61 0.7270
H -2.40 -2.66 -3.34 -0.6217
H -0.48 -2.69 -4.29 0.1862
H 0.30 -1.18 -4.88 0.3150
H -0.82 -2.04 -5.88 0.2501
C 4.78 4.73 -2.31 -0.6779
O 3.46 4.90 -1.87 -0.3174
C 2.58 3.93 -2.43 -0.3812
C 1.16 4.47 -2.38 0.6940
O 1.02 5.66 -3.08 -0.4999
C -0.30 6.20 -3.02 -0.4540
H 4.97 4.69 -3.39 0.3170
H 5.22 3.87 -1.79 0.3076
H 5.39 5.56 -1.96 0.1517
H 2.65 3.05 -1.79 -0.0590
H 2.86 3.71 -3.46 0.5770
H 0.88 4.56 -1.32 -0.3199
H 0.48 3.70 -2.77 -0.0699
H -0.16 7.23 -3.34 0.3115
H -0.72 6.13 -2.01 0.0931
H -0.95 5.66 -3.72 0.2783
C -2.07 -0.48 2.70 0.2654
O -3.04 -0.72 3.70 -0.4464
C -2.48 -1.34 4.85 -0.0107
C -3.39 -1.12 6.02 -0.7300
O -3.23 0.19 6.51 -0.2234
C -4.28 0.61 7.37 -0.8180
H -1.85 -1.47 2.30 0.0209
H -1.17 0.00 3.08 -0.0005
H -2.50 0.18 1.94 -0.0662
H -1.47 -0.98 5.08 0.0731
H -2.37 -2.39 4.55 0.2897
H -3.25 -1.83 6.84 0.3813
H -4.40 -1.30 5.61 0.3234
H -4.33 0.05 8.30 0.2815
H -5.23 0.59 6.82 0.3448
H -4.06 1.67 7.52 0.2444
C 0.07 -5.75 -0.43 -0.1697
O -1.11 -5.83 -1.20 -0.4956
C -0.94 -5.20 -2.45 0.6974
C -2.26 -5.32 -3.18 -0.5996
O -2.12 -4.82 -4.50 -0.2923
C -3.40 -4.74 -5.11 -0.7049
H 0.33 -4.69 -0.39 -0.2148
H 0.92 -6.30 -0.83 0.2545
H -0.07 -6.14 0.58 0.3719
H -0.06 -5.59 -2.98 0.3574
H -0.74 -4.12 -2.37 -0.7018
H -3.01 -4.79 -2.58 0.2526
H -2.59 -6.36 -3.23 0.4701
H -3.25 -4.37 -6.12 0.2718
H -4.06 -4.06 -4.56 0.2388
H -3.91 -5.71 -5.10 0.3258
C 6.55 6.81 0.15 -0.9145
O 6.32 5.46 0.47 -0.2680
C 5.38 5.27 1.49 -0.8089
C 4.85 3.85 1.48 0.4049
O 5.92 2.96 1.68 -0.4460
C 5.57 1.60 1.59 -0.5058
H 7.40 6.86 -0.52 0.2924
H 6.72 7.42 1.05 0.3227
H 5.69 7.33 -0.30 0.3558
H 4.54 5.95 1.30 0.3852
H 5.77 5.41 2.50 0.4013
H 4.35 3.66 0.52 -0.1933
H 4.11 3.75 2.29 0.2861
H 4.88 1.41 2.42 0.1148
H 6.46 1.00 1.77 0.3780
H 5.11 1.32 0.64 0.2471
C 4.47 -4.54 -1.06 -0.7964
O 3.69 -5.28 -0.15 -0.1145
C 4.32 -6.47 0.27 -0.6752
C 3.35 -7.27 1.10 -0.4069
O 3.06 -6.70 2.35 -0.1624
C 2.41 -7.57 3.23 -0.8450
H 3.82 -3.73 -1.40 0.1295
H 4.80 -5.08 -1.96 0.3488
H 5.39 -4.13 -0.63 0.3351
H 5.24 -6.24 0.82 0.3279
H 4.60 -7.08 -0.60 0.4095
H 3.67 -8.31 1.24 0.4660
H 2.42 -7.39 0.53 0.1556
H 3.06 -8.40 3.56 0.3572
H 1.50 -7.99 2.80 0.3424
H 2.15 -7.08 4.17 0.1890
C -3.26 3.38 1.31 -0.6407
C -2.17 3.66 0.29 1.0880
C -1.66 5.04 0.73 -0.5596
O -1.90 5.08 2.16 -0.5134
C -2.55 3.86 2.57 -0.3468
H -3.57 2.34 1.40 0.3274
H -4.11 4.03 1.10 0.3898
H -2.44 3.67 -0.77 -0.3351
H -1.41 2.89 0.41 -0.5103
H -2.30 5.85 0.39 0.4055
H -0.60 5.11 0.47 0.2265
H -3.20 4.14 3.40 0.3894
H -1.87 3.10 2.97 0.0003
```

HOMO level (eV): -9.039
Gap between HOMO and LUMO (eV): 9.50
Energy (a.u.): -4371.78088
SMILES string: COP(=O)(OC)OC.COP(=O)(OC)OC.COP(=O)(OC)OC.C1CCOC1.COCCOC.COCCOC.COCCOC.COCCOC.COCCOC.COCCOC
LUMO energy (eV): 0.46
Multiplicity: 1
Molecular weight (g mol⁻¹): 1033.06

DFT (ωB97M-V with the def2-TZVPD basis set) results for a 11-piece molecular cluster, C38H101N3O12 overall.

Geometry as XYZ:
```
154
Properties=species:S:1:pos:R:3:mulliken_charge:R:1
C 7.11 9.43 17.62 -1.1847
O 6.43 8.31 18.16 -0.5616
C 5.12 8.61 18.64 -0.7767
C 4.31 7.28 18.73 -0.4690
N 5.15 6.31 19.37 -0.2439
C 4.61 4.93 19.39 -0.8252
C 5.76 3.92 19.48 -0.9604
O 6.76 4.12 18.57 0.5182
C 7.82 3.22 18.76 -1.1614
H 8.10 9.11 17.28 0.1431
H 7.24 10.26 18.31 0.4922
H 6.54 9.80 16.77 0.4717
H 4.63 9.29 17.95 0.4395
H 5.16 9.15 19.59 0.2910
H 4.09 6.94 17.72 0.2643
H 3.31 7.42 19.15 0.4595
H 6.09 6.24 18.99 -0.0289
H 4.00 4.62 18.54 0.4203
H 4.01 4.83 20.29 0.3977
H 5.34 2.93 19.31 0.3559
H 6.13 3.99 20.50 0.4891
H 7.58 2.16 18.65 0.2850
H 8.22 3.47 19.74 0.4565
H 8.70 3.45 18.17 0.1489
C 9.13 5.12 15.59 -0.6492
C 8.31 6.40 15.83 1.6365
C 7.06 6.51 14.88 -1.2198
O 7.38 6.08 13.56 0.5819
C 6.25 5.76 12.70 -0.2089
N 7.91 6.35 17.21 1.8515
H 9.81 4.94 16.42 0.4435
H 9.80 5.13 14.72 -0.2527
H 8.51 4.23 15.50 -0.4234
H 8.94 7.25 15.59 -0.7804
H 6.58 7.48 14.92 0.3586
H 6.38 5.76 15.29 0.2963
H 5.66 4.96 13.14 0.1201
H 6.57 5.44 11.71 -0.3923
H 5.62 6.65 12.64 0.2608
H 7.27 5.57 17.24 -0.6635
H 7.37 7.17 17.46 -0.1336
C 13.88 8.14 10.53 -1.7731
C 13.56 7.73 11.95 -0.0765
C 12.14 7.17 12.20 0.6589
O 11.09 8.14 11.87 -0.5201
C 9.80 7.54 12.03 -0.5582
N 14.55 6.81 12.38 -0.2361
H 13.85 7.30 9.83 0.3500
H 14.82 8.67 10.39 0.4680
H 13.10 8.82 10.19 0.3658
H 13.59 8.61 12.59 -0.1198
H 12.01 6.85 13.24 -0.3066
H 12.09 6.32 11.53 0.3986
H 9.77 6.68 11.36 0.3494
H 9.08 8.22 11.57 0.1516
H 9.63 7.21 13.05 0.2313
H 14.33 5.98 11.86 0.1383
H 15.41 7.19 12.01 0.3119
C 2.50 9.69 11.72 -1.4114
C 3.64 9.16 10.74 0.6512
C 5.10 9.42 11.27 -1.0812
O 3.58 7.72 10.72 -0.5215
H 2.54 9.17 12.67 0.3260
H 1.52 9.50 11.29 0.3568
H 2.60 10.74 12.02 0.3735
H 3.46 9.43 9.70 0.2175
H 5.86 9.19 10.52 0.2440
H 5.41 8.91 12.19 0.1127
H 5.18 10.45 11.62 0.5094
H 4.43 7.41 10.40 0.1629
C 15.49 3.28 12.94 -1.5310
C 13.99 3.27 12.66 0.2457
C 13.17 4.00 13.79 0.3412
O 13.60 3.90 11.44 -0.6381
H 15.59 3.03 14.00 0.3574
H 15.94 4.25 12.70 0.2586
H 16.01 2.58 12.28 0.4049
H 13.67 2.23 12.59 0.4716
H 12.12 4.00 13.51 -0.4149
H 13.62 4.94 14.10 -0.5174
H 13.09 3.41 14.71 0.7118
H 12.69 3.65 11.27 0.3921
C 9.01 6.92 21.38 -1.2745
C 9.96 6.96 20.17 1.6503
C 11.36 7.41 20.69 -1.4424
O 10.07 5.68 19.64 -0.6499
H 8.47 7.87 21.46 0.3606
H 9.53 6.67 22.30 0.3437
H 8.21 6.22 21.14 0.1700
H 9.46 7.55 19.40 -0.3621
H 12.11 7.38 19.90 0.1239
H 11.83 6.74 21.40 0.4062
H 11.33 8.34 21.26 0.3953
H 9.32 5.53 19.06 0.1094
C 12.28 7.06 16.30 -0.1225
C 13.58 7.81 16.64 0.7348
C 14.54 7.80 15.54 -1.4153
O 13.23 9.18 16.92 -0.6416
H 11.56 7.16 17.11 0.0089
H 12.35 5.98 16.21 0.6500
H 11.74 7.55 15.48 -0.7430
H 14.03 7.44 17.56 0.3415
H 15.51 8.24 15.79 0.4525
H 14.21 8.41 14.70 0.1532
H 14.67 6.77 15.21 0.2347
H 14.01 9.67 17.19 0.2976
C 6.25 5.26 7.61 -1.3051
C 5.16 5.78 8.61 0.5831
C 4.57 4.64 9.41 -1.2297
O 5.76 6.73 9.45 -0.1742
H 7.13 4.85 8.10 0.1573
H 6.63 6.11 7.04 0.4142
H 5.79 4.59 6.88 0.4117
H 4.41 6.27 7.99 0.2042
H 3.87 5.04 10.14 0.3311
H 5.33 3.98 9.84 0.1470
H 4.04 3.89 8.81 0.4630
H 6.22 7.39 8.93 0.1605
C 6.37 0.27 15.39 -1.5292
C 5.67 1.28 16.19 0.8462
C 5.72 2.70 15.54 -0.4757
O 4.33 0.92 16.29 -0.5628
H 5.88 0.28 14.41 0.3608
H 6.22 -0.73 15.79 0.4238
H 7.41 0.51 15.19 0.2920
H 6.06 1.32 17.21 -0.1260
H 5.47 3.48 16.26 -0.0748
H 5.17 2.78 14.60 0.5999
H 6.70 2.89 15.11 -0.1591
H 4.31 -0.01 16.53 0.3589
C 9.35 10.73 14.35 -1.4658
C 10.72 10.04 14.60 2.4096
C 11.85 10.62 13.78 -1.4813
O 11.00 10.23 15.98 -0.6599
H 9.02 10.74 13.31 0.2892
H 9.27 11.74 14.74 0.4154
H 8.63 10.15 14.94 0.1557
H 10.65 9.01 14.27 -0.8436
H 12.11 11.63 14.08 0.4563
H 11.72 10.57 12.69 0.2978
H 12.77 10.06 13.95 0.1435
H 11.71 9.64 16.23 0.2981
C 8.83 3.66 10.45 -1.5071
C 9.94 3.52 11.52 2.4278
C 9.67 2.35 12.48 -1.3804
O 11.15 3.22 10.84 -0.6501
H 7.94 4.00 10.97 0.0341
H 8.62 2.77 9.84 0.4470
H 9.12 4.48 9.78 0.3606
H 10.13 4.43 12.08 -1.0442
H 8.79 2.31 13.12 0.0910
H 10.53 2.21 13.13 0.3778
H 9.51 1.41 11.96 0.4853
H 11.10 2.32 10.49 0.3435
```

HOMO level (eV): -8.729
Gap between HOMO and LUMO (eV): 9.15
Energy (a.u.): -2575.38017
SMILES string: COC[C@H](C)N.COC[C@H](C)N.COCCNCCOC.CC(C)O.CC(C)O.CC(C)O.CC(C)O.CC(C)O.CC(C)O.CC(C)O.CC(C)O
LUMO energy (eV): 0.43
Multiplicity: 1
Molecular weight (g mol⁻¹): 792.24